Density functional theory data (the ωB97M-V functional and the def2-TZVPD basis) for a structure of composition BrH8LiO4.

Element x y z (Å)
1 Li 1.981853 0.921228 -2.423039
2 Br 0.262369 0.356324 -0.720713
3 O -2.038919 -2.019803 0.149393
4 H -1.279035 -1.555911 0.003301
5 H -2.611705 -1.361959 -0.205740
6 O 1.678018 1.456063 2.126787
7 H 1.826841 2.467807 2.069821
8 H 0.960071 1.471874 1.542334
9 O 2.545202 -1.852572 1.027473
10 H 2.068295 -2.579361 0.641049
11 H 2.033136 -1.109955 0.603962
12 O -2.657506 1.238949 -1.969378
13 H -2.878477 1.755474 -1.164217
14 H -1.890143 0.811843 -1.681034

Cartesian forces (eV/Å) of the 3 atoms listed first:
-0.67 -0.25 0.69
0.82 0.21 -0.67
-2.51 -1.96 0.68

Charge = 0
2S+1 = 1
HOMO = -10.2 eV
Total energy = -78568.360 eV
Strongest force on any atom = 4.30 eV/Å
Molar mass = 158.91 g/mol
ΔE to the lowest compared entry with this formula, charge and spin = 48.3 kcal per mole


Density functional theory data (the ωB97M-V functional and the def2-TZVPD basis) for the molecule BrH8NSi3.

Element x y z (Å)
1 Si -0.906312 -1.176570 0.913212
2 N -0.011506 0.065611 0.035856
3 Si 1.586147 0.617031 0.671567
4 Si -0.660062 0.671184 -1.453454
5 Br -0.295374 -0.731789 -3.062654
6 H -1.192416 -2.550473 0.500199
7 H -2.206906 -0.469895 1.034076
8 H -0.162672 -1.218245 2.162567
9 H 2.322495 0.883930 -0.572815
10 H 1.298402 1.639761 1.585164
11 H 2.324990 -0.330637 1.355001
12 H -2.120803 0.684376 -1.437067
13 H 0.024017 1.915717 -1.731652

Cartesian forces (eV/Å) of the 3 atoms listed first:
-0.34 1.67 0.19
0.62 -0.67 -0.05
-2.03 -0.38 -2.64

Charge = 0
2S+1 = 1
HOMO = -9.9 eV
Structure (SMILES) = [SiH3]N([SiH3])[SiH2]Br
Total energy = -95296.853 eV
Strongest force on any atom = 3.35 eV/Å
Molar mass = 186.23 g/mol
ΔE to the lowest compared entry with this formula, charge and spin = 0.9 kcal per mole


Density functional theory data (the ωB97M-V functional and the def2-TZVPD basis) for a structure of composition BrHIP.

Element x y z (Å)
1 P 0.387995 0.227916 -1.735428
2 Br -1.015798 -1.449368 -2.416158
3 I 2.562003 -0.751032 -1.787201
4 H -0.273952 0.271023 -0.051801

Cartesian forces (eV/Å) of the 3 atoms listed first:
-2.46 0.26 2.21
0.58 0.49 0.30
0.24 -0.34 0.39

Charge = 0
2S+1 = 1
HOMO = -9.3 eV
Total energy = -87447.735 eV
Strongest force on any atom = 3.35 eV/Å
Molar mass = 238.79 g/mol
ΔE to the lowest compared entry with this formula, charge and spin = 20.7 kcal per mole


Density functional theory data (the ωB97M-V functional and the def2-TZVPD basis) for a cluster of 2 separate species, BrHNO2S in total.

Element x y z (Å)
1 N -0.298022 0.664693 0.561889
2 O 0.490723 -1.824166 0.934042
3 O 0.767737 -0.761341 -1.325623
4 S -0.106143 -1.060332 -0.170325
5 Br -1.748720 1.517615 -0.060059
6 H 0.894424 1.463532 0.060074

Cartesian forces (eV/Å) of the 3 atoms listed first:
5.47 1.47 -0.19
0.48 0.49 -0.17
0.27 -0.29 0.41

Charge = -1
2S+1 = 1
HOMO = -3.8 eV
Total energy = -86477.372 eV
Strongest force on any atom = 5.67 eV/Å
Molar mass = 158.98 g/mol
ΔE to the lowest compared entry with this formula, charge and spin = 46.3 kcal per mole